{
  "formula": "C29H41N3OPPbS2",
  "method": "the ωB97M-V functional and the def2-TZVPD basis",
  "symbols": ["Pb", "O", "C", "C", "C", "C", "C", "C", "C", "C", "N", "H", "H", "H", "H", "H", "H", "H", "H", "H", "H", "H", "S", "C", "N", "C", "C", "C", "C", "C", "C", "S", "H", "H", "H", "H", "C", "C", "C", "P", "C", "C", "C", "C", "C", "C", "H", "H", "H", "H", "H", "H", "H", "H", "H", "H", "H", "H", "H", "H", "H", "H", "H", "H", "H", "H", "H", "C", "C", "C", "N", "C", "C", "H", "H", "H", "H", "H"],
  "xyz": [[-0.3678, 0.2058, 0.5698], [-1.5086, 1.1172, 2.6274], [-1.7754, 2.5101, 2.9504], [-0.5428, 3.2166, 3.4626], [0.6306, 3.1606, 2.4642], [1.6083, 2.0620, 2.7804], [2.6404, 2.2785, 3.6853], [3.5105, 1.2484, 4.0001], [3.3355, 0.0103, 3.3950], [2.2950, -0.1312, 2.5028], [1.4462, 0.8621, 2.1993], [-1.3790, 0.6262, 3.4505], [-2.6018, 2.5525, 3.6592], [-2.1108, 2.9483, 2.0120], [-0.2358, 2.7850, 4.4191], [-0.8149, 4.2514, 3.6762], [1.1686, 4.1086, 2.4703], [0.2546, 3.0354, 1.4411], [2.7559, 3.2545, 4.1382], [4.3154, 1.4087, 4.7052], [3.9923, -0.8208, 3.6085], [2.1272, -1.0801, 2.0011], [-3.2138, -1.0407, 0.4887], [-3.4643, 0.5112, -0.0318], [-2.4907, 1.4620, -0.1268], [-2.9894, 2.6366, -0.5536], [-2.2553, 3.8407, -0.7153], [-2.9202, 4.9513, -1.1394], [-4.3187, 4.9190, -1.4174], [-5.0615, 3.7769, -1.2612], [-4.3975, 2.6292, -0.8200], [-5.0408, 1.0857, -0.4946], [-1.1958, 3.8622, -0.4976], [-2.3903, 5.8856, -1.2678], [-4.8014, 5.8275, -1.7525], [-6.1233, 3.7697, -1.4653], [2.9587, -2.3741, -0.6166], [1.9092, -3.1942, -1.3752], [2.2952, -4.6808, -1.4483], [0.2165, -2.9360, -0.7461], [-0.9865, -2.8587, -2.1140], [-0.9831, -1.4820, -2.7856], [-0.7284, -3.9689, -3.1503], [-0.3746, -3.9950, 0.6095], [-0.7788, -5.4017, 0.1289], [0.6115, -4.0281, 1.7804], [3.8996, -2.4101, -1.1653], [3.1428, -2.7898, 0.3750], [2.6769, -1.3231, -0.5144], [1.8299, -2.8021, -2.3957], [2.4152, -5.1146, -0.4571], [3.2597, -4.7457, -1.9541], [1.5858, -5.2795, -2.0161], [-1.9583, -3.0226, -1.6372], [0.0088, -1.2061, -3.1513], [-1.3461, -0.6969, -2.1156], [-1.6528, -1.5018, -3.6457], [0.1701, -3.7655, -3.7335], [-1.5724, -3.9825, -3.8408], [-0.6476, -4.9613, -2.7112], [-1.2880, -3.4789, 0.9323], [0.0835, -5.9868, -0.1855], [-1.5116, -5.3777, -0.6759], [-1.2399, -5.9133, 0.9744], [1.5986, -4.3768, 1.4805], [0.2403, -4.7206, 2.5355], [0.7156, -3.0514, 2.2579], [2.1781, 3.1455, -2.9663], [2.8099, 2.6787, -1.8227], [2.0741, 1.9516, -0.9070], [0.7707, 1.6792, -1.0805], [0.1676, 2.1284, -2.1913], [0.8323, 2.8622, -3.1542], [2.7262, 3.7189, -3.7023], [3.8566, 2.8756, -1.6381], [2.5311, 1.5780, 0.0013], [-0.8803, 1.8800, -2.3081], [0.3034, 3.2016, -4.0338]],
  "relative_energy_kcal_mol": 6.9,
  "total_charge": 3,
  "largest_force_ev_per_a": 0.450,
  "homo_ev": [-16.58, -16.77],
  "spin_multiplicity": 1
}



{
  "formula": "C44H58AlIN7OP2S2",
  "method": "the ωB97M-V functional and the def2-TZVPD basis",
  "symbols": ["Al", "C", "C", "S", "C", "C", "S", "H", "H", "H", "H", "H", "H", "I", "C", "C", "C", "C", "C", "C", "C", "C", "C", "P", "C", "C", "C", "C", "C", "C", "C", "C", "C", "C", "C", "C", "C", "H", "H", "H", "H", "H", "H", "H", "H", "H", "H", "H", "H", "H", "H", "H", "H", "C", "N", "C", "N", "C", "N", "C", "N", "C", "C", "H", "H", "H", "H", "H", "H", "H", "H", "H", "H", "H", "H", "O", "P", "N", "C", "C", "C", "C", "N", "C", "C", "C", "C", "N", "C", "C", "C", "C", "H", "H", "H", "H", "H", "H", "H", "H", "H", "H", "H", "H", "H", "H", "H", "H", "H", "H", "H", "H", "H", "H", "H", "H"],
  "xyz": [[0.4410, -0.9666, -0.6267], [-0.7414, -2.1398, -4.7480], [-0.1587, -1.5179, -3.5044], [-0.4064, -2.4770, -2.0266], [0.5242, -0.3667, -3.5455], [0.7402, 0.3835, -4.8386], [1.2763, 0.4013, -2.1314], [-1.5220, -2.8558, -4.4969], [0.0259, -2.6723, -5.3163], [-1.1717, -1.3848, -5.4069], [1.2779, -0.2292, -5.5651], [1.3206, 1.2893, -4.6733], [-0.2095, 0.6743, -5.2937], [2.3834, 1.1664, 1.1667], [3.9345, 0.5315, -0.0952], [4.5691, 1.5618, -0.7341], [5.7152, 1.3357, -1.5123], [6.2340, 0.0803, -1.5703], [5.6025, -0.9999, -0.9106], [6.2402, -2.2650, -0.9447], [5.7028, -3.3368, -0.3096], [4.4404, -3.2031, 0.2947], [3.7521, -2.0126, 0.3259], [2.0100, -2.1646, 0.8711], [1.9420, -1.8307, 2.6537], [0.7299, -1.4536, 3.2232], [0.6438, -1.2147, 4.5843], [1.7722, -1.3501, 5.3838], [2.9818, -1.7271, 4.8179], [3.0700, -1.9679, 3.4535], [1.6014, -3.9389, 0.7714], [1.2297, -4.6556, 1.9083], [0.8301, -5.9808, 1.7985], [0.8058, -6.6002, 0.5591], [1.1925, -5.8975, -0.5750], [1.5870, -4.5748, -0.4723], [4.3756, -0.8214, -0.2040], [4.1956, 2.5709, -0.6246], [6.1922, 2.1639, -2.0178], [7.1490, -0.1176, -2.1138], [7.1806, -2.3473, -1.4752], [6.2028, -4.2954, -0.3026], [3.9872, -4.0906, 0.7123], [-0.1376, -1.3268, 2.5900], [-0.3008, -0.9177, 5.0243], [1.7085, -1.1595, 6.4469], [3.8619, -1.8308, 5.4385], [4.0190, -2.2502, 3.0148], [1.2575, -4.1897, 2.8836], [0.5453, -6.5289, 2.6872], [0.4949, -7.6333, 0.4754], [1.1826, -6.3789, -1.5438], [1.8837, -4.0359, -1.3619], [0.7505, 4.0495, -0.7620], [-0.6473, 3.7030, -1.0632], [-1.5078, 4.7449, -0.4890], [-1.1921, 6.0778, -0.9958], [0.2127, 6.3600, -0.6816], [1.1208, 5.3703, -1.2675], [0.9194, 5.3690, -2.7202], [-0.4659, 5.0592, -3.0832], [-0.8013, 3.7499, -2.5276], [-1.3358, 6.0576, -2.4553], [1.3957, 3.2958, -1.2180], [0.8977, 4.0272, 0.3214], [-1.3847, 4.7472, 0.5978], [-2.5500, 4.5105, -0.7242], [0.3404, 6.3616, 0.4031], [0.4692, 7.3492, -1.0641], [1.5788, 4.6227, -3.1684], [1.1801, 6.3516, -3.1167], [-0.1516, 2.9893, -2.9664], [-1.8381, 3.5182, -2.7836], [-2.3746, 5.8331, -2.7067], [-1.0877, 7.0444, -2.8492], [-0.7679, -0.3543, 0.5196], [-2.2450, -0.2209, 0.9216], [-2.2193, 0.7813, 2.2095], [-3.4220, 1.1730, 2.9635], [-2.8568, 2.1290, 4.0035], [-1.8175, 2.9054, 3.1961], [-1.1849, 1.8445, 2.2922], [-3.0053, -1.5620, 1.4557], [-3.1964, -2.6934, 0.5250], [-2.2225, -3.7362, 1.0609], [-2.3344, -3.5808, 2.5840], [-2.8329, -2.1341, 2.8050], [-3.0595, 0.2622, -0.3912], [-2.4332, 0.7390, -1.6505], [-3.6268, 1.2292, -2.4619], [-4.7620, 0.3162, -2.0042], [-4.5322, 0.2394, -0.5000], [-3.9148, 0.3007, 3.3903], [-4.1424, 1.6965, 2.3248], [-2.3751, 1.5617, 4.8032], [-3.6211, 2.7646, 4.4463], [-1.0771, 3.4083, 3.8155], [-2.3188, 3.6632, 2.5906], [-0.2830, 1.4209, 2.7428], [-0.9276, 2.2352, 1.3036], [-2.9856, -2.3991, -0.5022], [-4.2314, -3.0405, 0.5910], [-1.2136, -3.4873, 0.7191], [-2.4449, -4.7449, 0.7168], [-1.3846, -3.7629, 3.0868], [-3.0590, -4.2870, 2.9884], [-2.1463, -1.5240, 3.3896], [-3.7955, -2.1308, 3.3203], [-1.9367, -0.0910, -2.1557], [-1.7037, 1.5198, -1.4424], [-3.4361, 1.1837, -3.5331], [-3.8608, 2.2651, -2.2014], [-4.6488, -0.6759, -2.4476], [-5.7525, 0.6923, -2.2532], [-4.9448, -0.6591, -0.0430], [-4.9702, 1.1098, -0.0023]],
  "total_charge": 1,
  "largest_force_ev_per_a": 0.184,
  "homo_ev": -9.54,
  "spin_multiplicity": 1
}



{
  "formula": "C45H66F8N2O29",
  "method": "the ωB97M-V functional and the def2-TZVPD basis",
  "symbols": ["C", "C", "C", "C", "C", "C", "C", "C", "C", "N", "O", "H", "H", "H", "H", "H", "H", "H", "H", "H", "H", "H", "H", "H", "H", "H", "H", "H", "H", "H", "C", "C", "C", "C", "C", "C", "C", "C", "C", "N", "O", "H", "H", "H", "H", "H", "H", "H", "H", "H", "H", "H", "H", "H", "H", "H", "H", "H", "H", "H", "O", "C", "O", "C", "C", "F", "O", "H", "H", "H", "O", "C", "O", "C", "C", "F", "O", "H", "H", "H", "O", "C", "O", "C", "C", "F", "O", "H", "H", "H", "O", "C", "O", "C", "C", "F", "O", "H", "H", "H", "O", "C", "O", "C", "C", "F", "O", "H", "H", "H", "O", "C", "O", "C", "C", "F", "O", "H", "H", "H", "O", "C", "O", "C", "C", "F", "O", "H", "H", "H", "O", "C", "O", "C", "C", "F", "O", "H", "H", "H", "O", "C", "O", "C", "C", "O", "H", "H", "H", "H"],
  "xyz": [[-7.3593, -1.9021, -1.8455], [-6.3482, -0.7454, -1.5199], [-5.0789, -1.0654, -2.3409], [-6.8684, 0.6063, -2.0021], [-7.8474, 1.3452, -1.0728], [-7.3703, 1.3629, 0.3323], [-6.9221, -0.0214, 0.8650], [-6.2074, 0.1498, 2.2171], [-8.1631, -0.9076, 1.1679], [-6.0053, -0.5935, -0.1217], [-5.2210, -1.6632, 0.3622], [-7.2766, -2.6359, -1.0409], [-8.3361, -1.4863, -2.0868], [-7.0511, -2.5478, -2.6719], [-4.5676, -1.9786, -2.0354], [-5.2328, -1.0254, -3.4144], [-4.3640, -0.3200, -1.9626], [-6.0569, 1.3277, -2.1154], [-7.4291, 0.4851, -2.9311], [-7.9576, 2.3593, -1.4607], [-8.8433, 0.8952, -1.0144], [-8.1476, 1.6611, 1.0428], [-6.5053, 1.9626, 0.6388], [-6.7748, 0.6009, 3.0325], [-5.3344, 0.8159, 2.1774], [-5.8029, -0.8064, 2.5502], [-8.8846, -0.3192, 1.7297], [-7.7060, -1.7429, 1.6944], [-8.5969, -1.1168, 0.1926], [-4.3420, -1.2833, 0.4620], [6.2674, -1.0678, 4.5898], [5.0844, -0.3753, 3.8514], [4.6159, 0.8970, 4.5545], [5.4640, 0.0536, 2.4230], [5.7737, -1.1302, 1.4836], [4.4580, -1.9058, 1.3439], [3.7816, -2.3033, 2.6949], [2.3160, -2.5724, 2.3836], [4.4807, -3.6231, 3.1388], [3.8833, -1.2238, 3.7089], [3.1461, -1.5002, 4.8679], [6.9137, -0.3437, 5.0926], [5.9262, -1.8904, 5.2133], [7.0218, -1.4851, 3.9137], [3.8155, 1.3197, 3.9426], [4.1577, 0.7444, 5.5324], [5.4362, 1.6046, 4.6811], [4.7334, 0.7314, 1.9851], [6.4482, 0.5309, 2.5186], [6.2321, -0.8655, 0.5294], [6.5739, -1.6858, 1.9801], [4.8380, -2.8614, 0.9647], [3.8955, -1.4543, 0.5265], [1.7968, -3.2371, 3.0727], [2.3872, -3.1521, 1.4573], [1.8109, -1.6289, 2.1921], [4.0781, -4.0907, 4.0414], [5.5258, -3.3640, 3.2994], [4.2705, -4.4193, 2.4207], [2.4068, -0.8887, 4.7434], [3.1120, -2.1331, -4.2195], [2.3387, -1.2711, -4.5175], [2.4122, -0.5666, -5.6714], [1.2823, 0.3345, -5.7680], [0.4568, -0.0987, -4.5029], [-0.5470, -0.8885, -4.9645], [1.3738, -0.7982, -3.7373], [1.7564, 1.3129, -5.6968], [0.8659, 0.0890, -6.7421], [0.1188, 0.8260, -4.0434], [-1.1447, 4.8421, -0.6044], [-2.1221, 4.1609, -0.5623], [-2.4577, 3.4302, 0.5283], [-3.5476, 2.6206, 0.1798], [-4.0094, 3.1433, -1.1639], [-5.1098, 3.9287, -0.9957], [-2.8667, 3.8358, -1.6301], [-3.2424, 1.5730, 0.1995], [-4.3281, 2.6850, 0.9426], [-4.3055, 2.2729, -1.7459], [3.0243, 1.4224, -2.1599], [4.0980, 1.2113, -2.6742], [4.3430, 1.5079, -3.9379], [5.6286, 1.0655, -4.2884], [6.0691, 0.2127, -3.1127], [7.2742, 0.6522, -2.6584], [5.0664, 0.4967, -2.1219], [5.5443, 0.3897, -5.1441], [6.3085, 1.8796, -4.5337], [6.0717, -0.8642, -3.2655], [-1.2485, 4.5786, -5.6613], [-0.2777, 4.3535, -5.0158], [0.1244, 3.1025, -4.6597], [1.1221, 3.2451, -3.6765], [1.2671, 4.7440, -3.3896], [2.5851, 5.1208, -3.5342], [0.5103, 5.2358, -4.4116], [0.8535, 2.6687, -2.7920], [2.0314, 2.6784, -3.8834], [0.9808, 5.0091, -2.3719], [1.4941, -2.2219, -1.2284], [1.8185, -3.3379, -1.4136], [2.8756, -3.9834, -0.8718], [2.6935, -5.3790, -1.1121], [1.9009, -5.3458, -2.4200], [1.0810, -6.4126, -2.5258], [1.1672, -4.1646, -2.3000], [3.5145, -6.0593, -1.3242], [2.0143, -5.7968, -0.3681], [2.5922, -5.2888, -3.2642], [0.5261, -0.4361, 4.5218], [-0.3502, 0.2807, 4.2157], [-1.6668, -0.1193, 4.0030], [-2.4944, 1.0271, 3.8277], [-1.4638, 2.0499, 3.4068], [-1.6893, 3.3364, 3.7424], [-0.2853, 1.6223, 3.9869], [-3.2559, 0.8119, 3.0799], [-3.0410, 1.3258, 4.7273], [-1.3329, 1.9487, 2.3197], [-3.6404, -5.8257, 3.2152], [-2.9793, -4.9731, 2.7311], [-2.2698, -4.0391, 3.3818], [-1.8956, -3.0215, 2.4575], [-2.0115, -3.7808, 1.1376], [-0.8738, -4.3488, 0.6382], [-3.0250, -4.7041, 1.3603], [-2.5807, -2.1786, 2.4211], [-0.8796, -2.6452, 2.5750], [-2.2846, -2.9968, 0.4261], [2.7258, 6.4167, -0.4617], [3.2845, 5.4969, 0.0209], [3.9050, 5.4342, 1.2491], [4.7188, 4.2421, 1.2174], [4.0678, 3.3926, 0.2318], [3.2139, 2.4664, 0.7979], [3.3228, 4.2665, -0.5525], [5.7130, 4.5572, 0.8964], [4.7095, 3.8395, 2.2279], [4.7899, 2.8138, -0.3502], [-2.4525, -0.6681, 0.5712], [-1.3729, -0.2404, 0.2934], [-1.1661, 0.7772, -0.6092], [0.2156, 0.7741, -0.9034], [0.8271, 0.3832, 0.4411], [-0.2830, -0.2910, 1.0405], [0.4126, 0.0497, -1.6932], [0.5798, 1.7539, -1.1891], [1.0911, 1.2360, 1.0678], [1.6887, -0.2771, 0.3892]],
  "smiles": "CC1(C)CCCC(C)(C)N1O.CC1(C)CCCC(C)(C)N1O.O=C1OC[C@@H](F)O1.O=C1OC[C@@H](F)O1.O=C1OC[C@@H](F)O1.O=C1OC[C@@H](F)O1.O=C1OC[C@@H](F)O1.O=C1OC[C@@H](F)O1.O=C1OC[C@@H](F)O1.O=C1OC[C@@H](F)O1.O=C1OCCO1",
  "largest_force_ev_per_a": 3.512,
  "homo_ev": -7.91,
  "spin_multiplicity": 1
}



{
  "formula": "C33H38N6OReS3Te",
  "method": "the ωB97M-V functional and the def2-TZVPD basis",
  "symbols": ["Re", "C", "N", "C", "C", "C", "C", "C", "C", "C", "C", "H", "H", "H", "H", "H", "H", "H", "H", "H", "H", "H", "H", "S", "C", "S", "S", "C", "C", "O", "N", "Te", "C", "C", "C", "C", "C", "C", "C", "C", "C", "C", "C", "C", "C", "C", "C", "C", "C", "C", "H", "H", "H", "H", "H", "H", "H", "H", "H", "H", "H", "H", "H", "H", "H", "H", "H", "H", "H", "H", "H", "H", "H", "H", "H", "N", "C", "H", "N", "C", "N", "C", "N"],
  "xyz": [[-0.3855, -0.4191, 0.4502], [-3.6557, -1.0384, 0.2065], [-2.4727, -1.3366, -0.6095], [-2.5119, -2.7523, -0.9824], [-2.4767, -0.5211, -1.8339], [-2.1302, 0.9043, -1.5285], [-2.7480, 1.9405, -2.2123], [-2.3996, 3.2572, -1.9428], [-1.4429, 3.5386, -0.9794], [-0.8228, 2.5040, -0.2940], [-1.1363, 1.1641, -0.5635], [-4.5714, -1.3090, -0.3364], [-3.6861, 0.0222, 0.4487], [-3.6114, -1.6120, 1.1302], [-3.4337, -2.9696, -1.5381], [-2.4736, -3.3708, -0.0902], [-1.6558, -2.9852, -1.6156], [-3.4499, -0.5904, -2.3408], [-1.7223, -0.9466, -2.5051], [-3.5107, 1.7171, -2.9506], [-2.8899, 4.0635, -2.4751], [-1.1703, 4.5607, -0.7504], [-0.0956, 2.7495, 0.4638], [2.2193, 4.5159, 1.5041], [1.5846, 3.0071, 1.8536], [0.3734, 2.5421, 2.8996], [2.3523, 1.7557, 0.8109], [1.4425, -3.8845, -0.1828], [0.4430, -2.8162, 0.1097], [-0.3590, -2.9443, 1.0382], [0.3837, -1.6235, -0.6051], [3.0706, -0.9726, -1.9598], [4.9997, -1.1045, -2.8352], [5.9940, -1.8918, -2.2457], [5.7942, -2.7473, -1.0195], [7.2764, -1.8989, -2.8023], [7.5980, -1.1534, -3.9196], [8.9887, -1.1554, -4.4928], [6.5955, -0.3788, -4.4961], [5.3124, -0.3348, -3.9728], [4.2921, 0.5456, -4.6406], [1.9846, -1.6493, -3.6472], [0.9693, -0.8368, -4.1686], [0.6971, 0.5496, -3.6511], [0.1944, -1.3168, -5.2228], [0.4033, -2.5709, -5.7770], [-0.4446, -3.0738, -6.9140], [1.4252, -3.3519, -5.2558], [2.2199, -2.9171, -4.1987], [3.3144, -3.8289, -3.7144], [1.1858, -4.7661, 0.3977], [2.4317, -3.5232, 0.1030], [1.4671, -4.1074, -1.2513], [4.7482, -2.8338, -0.7357], [6.3280, -2.3221, -0.1668], [6.1925, -3.7494, -1.1904], [8.0407, -2.5128, -2.3352], [9.6441, -1.8242, -3.9352], [9.4241, -0.1548, -4.4613], [8.9863, -1.4756, -5.5366], [6.8239, 0.2189, -5.3730], [4.7457, 1.1029, -5.4600], [3.8712, 1.2579, -3.9281], [3.4610, -0.0396, -5.0405], [0.5358, 0.5687, -2.5746], [-0.1865, 0.9732, -4.1299], [1.5446, 1.2109, -3.8440], [-0.5934, -0.6842, -5.6197], [-1.2442, -2.3718, -7.1494], [-0.8999, -4.0354, -6.6700], [0.1522, -3.2169, -7.8172], [1.6068, -4.3379, -5.6732], [3.0867, -4.8657, -3.9644], [3.4559, -3.7504, -2.6360], [4.2703, -3.5685, -4.1756], [2.0567, -0.7077, 1.8213], [1.4674, 0.2343, 1.1975], [2.9872, -0.4049, 2.1258], [-1.4723, -0.1268, 2.0974], [-2.0432, -0.4883, 3.0664], [-2.7230, -0.6940, 4.0855], [-3.0190, -1.7975, 4.7352], [-3.3438, -2.7198, 5.3512]],
  "relative_energy_kcal_mol": 79.0,
  "total_charge": -1,
  "largest_force_ev_per_a": 0.831,
  "homo_ev": [-4.29, -4.29],
  "spin_multiplicity": 1
}